1.
C9H36N10O9 | the ωB97M-V functional and the def2-TZVPD basis

**SMILES**: NC(N)=O.NC(N)=O.NC(N)=O.NC(N)=O.NC(N)=O.CO.CO.CO.CO
**Frontier orbital gap**: 0.3106 Eh
**Spin multiplicity**: 1

The geometry in XYZ format:
```
64
C9H36N10O9 the ωB97M-V functional and the def2-TZVPD basis
C -0.835 3.016 -1.609
O -1.802 3.399 -0.749
N -0.015 2.017 -1.466
N -0.780 3.571 -2.754
H 0.729 1.782 -2.080
H -0.165 1.430 -0.588
H -1.537 4.326 -2.923
H -0.172 3.220 -3.553
C -1.553 -0.615 -3.800
O -1.816 -1.331 -4.919
N -0.846 0.433 -3.699
N -2.043 -0.998 -2.654
H -0.557 0.881 -4.640
H -0.574 1.059 -2.909
H -2.683 -1.888 -2.725
H -2.280 -0.375 -1.861
C 3.242 1.023 0.641
O 2.707 2.076 1.336
N 2.477 0.020 0.361
N 4.447 0.741 0.341
H 1.481 0.195 0.512
H 2.764 -0.873 -0.005
H 4.975 1.596 0.264
H 4.753 0.071 -0.319
C -1.557 -3.159 0.611
O -2.093 -3.791 1.710
N -2.091 -3.152 -0.563
N -0.517 -2.460 0.681
H -2.921 -3.742 -0.679
H -1.763 -2.441 -1.240
H 0.059 -2.476 1.542
H 0.083 -2.349 -0.187
C 0.904 -1.948 3.675
O 0.144 -2.021 4.801
N 1.193 -2.919 2.812
N 1.624 -0.922 3.365
H 0.820 -3.778 3.186
H 1.963 -2.888 2.085
H 2.062 -0.844 2.461
H 1.611 -0.128 4.049
C 1.570 2.451 4.669
O 2.283 1.217 4.753
H 2.078 3.263 5.041
H 0.624 2.262 5.171
H 1.386 2.658 3.587
H 3.239 1.363 4.511
C -0.736 1.096 1.619
O -0.198 0.365 0.515
H -0.263 2.017 1.631
H -0.437 0.548 2.497
H -1.781 1.283 1.608
H -0.729 -0.456 0.574
C 1.105 -2.489 -2.508
O 0.392 -1.519 -1.756
H 0.645 -3.418 -2.118
H 2.118 -2.535 -2.047
H 1.187 -2.387 -3.581
H -0.360 -1.219 -2.249
C -3.838 1.664 -2.016
O -3.231 1.000 -0.927
H -4.137 2.602 -1.784
H -4.621 1.013 -2.420
H -3.097 1.847 -2.777
H -2.613 1.606 -0.535
```

2.
C9H36N18O13S | the ωB97M-V functional and the def2-TZVPD basis

**Charge**: -2
**Frontier orbital gap**: 0.1887 Eh
**Spin multiplicity**: 1

The geometry in XYZ format:
```
77
C9H36N18O13S the ωB97M-V functional and the def2-TZVPD basis
S -0.259 -0.214 -0.404
O -0.537 1.039 -1.094
O -0.995 -0.333 0.815
O -0.658 -1.236 -1.378
O 1.121 -0.430 -0.239
C 5.580 -4.272 0.913
O 6.110 -5.270 1.372
N 4.327 -4.025 0.939
N 6.158 -3.341 0.256
H 4.097 -3.215 0.381
H 3.651 -4.754 1.120
H 5.541 -2.711 -0.236
H 7.129 -3.488 0.023
C 1.277 -5.491 -3.629
O 1.857 -6.449 -4.126
N 0.332 -5.661 -2.722
N 1.412 -4.227 -3.755
H -0.009 -6.609 -2.649
H -0.149 -4.825 -2.422
H 1.912 -3.988 -4.600
H 0.959 -3.523 -3.190
C 4.814 2.854 3.153
O 5.141 3.906 3.662
N 5.579 1.848 3.155
N 3.751 2.607 2.435
H 6.502 2.037 3.518
H 5.244 1.027 2.672
H 3.154 3.349 2.096
H 3.840 1.746 1.915
C 4.144 1.147 -4.320
O 4.962 1.648 -5.054
N 2.855 1.125 -4.520
N 4.496 0.796 -3.203
H 2.510 1.555 -5.367
H 2.297 0.810 -3.739
H 5.455 0.822 -2.887
H 3.687 0.490 -2.681
C -5.143 3.663 2.659
O -6.033 2.931 2.118
N -5.423 4.938 2.939
N -3.997 3.240 2.946
H -6.345 5.300 2.741
H -4.619 5.548 2.922
H -3.283 3.860 3.302
H -3.732 2.288 2.741
C -4.464 1.171 -4.168
O -5.360 1.378 -4.998
N -3.385 0.478 -4.328
N -4.441 1.585 -2.904
H -3.129 0.084 -5.222
H -2.715 0.489 -3.572
H -5.270 2.063 -2.581
H -3.486 1.603 -2.578
C -4.854 -4.391 0.870
O -5.779 -5.174 0.950
N -4.819 -3.390 0.047
N -3.853 -4.309 1.727
H -5.673 -3.136 -0.427
H -4.027 -2.780 0.192
H -3.080 -3.694 1.518
H -3.881 -4.991 2.472
C -0.552 -0.710 6.620
O -0.415 -0.287 7.766
N 0.276 -0.588 5.644
N -1.553 -1.308 6.119
H 0.067 -0.977 4.735
H 1.159 -0.138 5.839
H -2.160 -1.895 6.673
H -1.755 -1.293 5.130
C -0.822 6.020 -1.730
O -1.589 6.979 -1.541
N -0.555 5.406 -2.875
N -0.266 5.340 -0.776
H -0.261 4.448 -2.753
H -1.200 5.591 -3.630
H -0.657 5.573 0.126
H -0.215 4.342 -0.925
```

Going through the records in order, we get relative energy (zero: lowest compared OMol25 entry of this formula, charge and spin) values of 715.6 1171.3 kJ/mol.
Going through the records in order, we get E_HOMO values of -8.9 -1.8 eV.